Entry 1:
ORCA calculation (the ωB97M-V functional and the def2-TZVPD basis) on C32H63F2NO36S2Zn as an isolated structure in a non-equilibrium geometry.

Multiplicity ... 1
Gap between HOMO and LUMO ... 3.6 eV
Charge ... 0

CARTESIAN COORDINATES (ANGSTROEM)
Zn: -3.48613 1.01651 -0.46486
S: -7.87523 0.09216 0.61032
S: -7.00430 -1.63221 -0.60863
F: -5.84871 -1.91844 -1.65730
F: -7.31450 1.42482 1.28632
O: -4.47534 1.94597 -3.92846
O: -3.92438 6.81835 1.31039
O: 7.78763 2.01350 1.44341
O: -5.65037 6.23047 0.10182
O: -3.88727 1.80713 -6.13512
O: 4.49732 7.04661 1.87567
O: 4.65726 3.87425 -7.52550
O: 5.70936 2.09880 -6.76669
O: 0.28594 -2.54455 6.51078
O: -1.79277 -9.14083 1.78332
O: 3.30924 5.20728 1.29141
O: 4.61083 -5.47500 1.33689
O: -2.51557 -8.36048 3.89760
O: 6.57873 0.81787 2.98588
O: 3.64261 1.82444 -7.75853
O: -8.08398 -0.65965 1.84478
O: 0.97727 -3.56489 8.46872
O: -0.16109 0.87056 -1.19286
O: -2.15996 -7.06136 2.01978
O: -0.85168 -2.16282 8.32888
O: -2.50356 1.26520 3.22829
O: 3.07828 -6.09044 0.00868
O: 4.53955 -4.53163 -0.74623
O: -5.90067 2.04050 -5.79241
O: -0.75193 -1.11559 -0.92782
O: -3.60451 1.81803 5.13159
O: -0.89565 -3.91765 -9.19306
O: -1.39260 2.11444 5.02345
O: -0.48666 -4.41113 -6.95074
O: -8.19485 -1.84672 -1.43236
O: 3.47945 5.75508 3.41040
O: -8.97779 0.52397 -0.27013
O: -3.95504 4.67807 0.38456
O: -2.40877 -5.05026 -7.76998
O: 7.51856 2.91422 3.44193
O: -6.59011 -2.71444 0.30949
N: -6.37123 -0.26524 -0.21431
C: 4.09543 -5.28555 0.11671
C: -1.93549 -10.46866 1.98625
C: 7.49633 1.21697 0.35851
C: 0.21263 -2.87596 7.86107
C: -6.18974 7.60126 0.11097
C: 3.87713 6.07100 2.15158
C: 7.10203 2.94457 4.79928
C: -0.90771 -1.73997 9.70150
C: 2.26323 -5.97702 -1.09584
C: 0.15667 -0.29317 -1.01170
C: 7.19690 1.82373 2.64197
C: 3.70882 6.63604 4.45096
C: -2.51687 1.63582 -5.75149
C: 5.68914 0.67994 -6.36160
C: 1.29505 -3.22151 5.75571
C: -4.47962 5.79691 0.56376
C: -2.66694 -5.83005 2.67566
C: -2.18737 -8.21154 2.69790
C: -2.53268 1.62946 4.38464
C: 5.92488 -5.00743 1.74508
C: -0.07091 2.02156 4.35842
C: -7.17956 2.29887 -5.06896
C: -1.23052 -4.46067 -8.09000
C: -2.57563 6.73809 1.72305
C: -3.65590 2.36139 6.44090
C: 3.80700 5.15019 -0.05932
C: 4.62378 2.55357 -7.44452
C: -4.79519 1.87122 -5.13415
C: 3.85297 4.61415 -8.50772
C: 0.56225 -3.42339 -6.87861
C: 1.59443 -0.83775 -1.09744
C: -3.55350 -5.00699 -8.47008
H: 4.75590 6.87223 4.64048
H: 8.26868 1.26389 -0.40920
H: 1.19058 -3.47045 -5.98917
H: -2.13724 -4.93426 2.35151
H: 1.75196 -5.01704 -1.02414
H: -0.13736 0.94440 4.20543
H: 5.86195 0.04805 -7.23278
H: 6.14496 -5.18638 2.79752
H: 2.90175 -6.12057 -1.96749
H: 1.47348 -6.72429 -1.01846
H: 3.52557 6.03040 -0.63736
H: -0.77801 -2.55366 10.41506
H: 4.70528 0.44607 -5.95488
H: 3.47817 3.89752 -9.23851
H: 0.92774 -3.31123 4.73338
H: 7.55703 2.04800 5.22027
H: -3.90731 -4.00124 -8.69681
H: -3.70237 -5.74288 2.34646
H: 4.50550 5.28177 -9.07037
H: 6.67318 -5.67631 1.31995
H: 6.59934 1.64943 -0.08474
H: -2.15618 2.36497 -5.02600
H: 6.07043 2.67723 5.02829
H: -3.41958 3.41727 6.30917
H: -1.73488 -1.07710 9.95543
H: -4.33492 -5.49335 -7.88620
H: 6.48164 0.39383 -5.67008
H: 2.34751 -0.12407 -1.43155
H: -2.24717 7.37964 2.54074
H: -6.53250 7.89096 -0.88236
H: 3.24088 4.39947 -0.61072
H: -2.48721 -5.89480 3.74879
H: -2.40331 5.71065 2.04363
H: 0.80174 2.04536 5.01113
H: -8.02575 2.20232 -5.74919
H: -3.46967 -5.56359 -9.40350
H: 7.49801 3.84642 5.26612
H: 3.01907 5.21961 -8.15259
H: -1.19761 -11.00804 1.39237
H: 3.21569 7.56892 4.17772
H: 1.48337 -4.20255 6.19182
H: -5.51835 8.34611 0.53822
H: 3.58722 6.31131 5.48434
H: 1.25003 -3.51968 -7.71871
H: -4.71295 2.14084 6.58953
H: 0.11495 2.59573 3.45074
H: 0.11301 -2.46080 -7.12297
H: -7.04536 7.53815 0.78330
H: 6.10844 -3.99248 1.39256
H: -2.45990 0.72788 -5.15107
H: -1.90481 6.95422 0.89154
H: -7.04220 3.24154 -4.53921
H: 1.48085 -1.77353 -1.64472
H: 4.87844 4.95081 -0.07852
H: -0.05704 -1.07816 9.86425
H: -1.62297 -10.59245 3.02313
H: 7.31412 0.18184 0.64727
H: -7.30062 1.54101 -4.29495
H: -1.78329 1.66036 -6.55733
H: -2.95621 -10.83031 1.86204
H: 2.30276 -2.80674 5.73150
H: -3.06893 1.76844 7.14231
H: 1.92610 -1.14064 -0.10429

Cartesian forces (eV/Å) of the 3 atoms listed first:
0.73 -0.92 -0.26
-1.17 3.97 2.59
3.68 -8.96 -2.73

***

Entry 2:
ORCA calculation (the ωB97M-V functional and the def2-TZVPD basis) on C32H63NO9Si2 as an isolated structure in a non-equilibrium geometry.

Multiplicity ... 1
Gap between HOMO and LUMO ... 9.2 eV
Charge ... 0

CARTESIAN COORDINATES (ANGSTROEM)
Si: -3.06125 -1.15449 1.00318
Si: -5.82172 -0.29398 1.11397
O: 15.94067 3.00625 -1.59707
O: 11.94940 2.61947 0.16808
O: 15.44188 3.18963 0.56182
O: -6.76597 -1.62734 0.89906
O: -4.44441 -0.80018 1.86212
O: 10.07323 2.80657 -1.06701
O: 10.67349 0.82860 -0.17505
O: -4.42224 4.76449 2.04468
O: 15.92273 1.16663 -0.29375
N: -5.62836 2.97365 1.19089
C: -8.18414 -1.51224 0.83775
C: -3.42936 -2.42483 -0.34477
C: 7.12638 -0.08167 -0.82541
C: -8.82590 -2.84879 0.41566
C: 10.82447 2.14923 -0.42205
C: -7.86533 -3.73617 -0.36723
C: -6.69613 0.97498 2.16213
C: -10.26145 -2.76937 -1.79338
C: -9.89128 -1.48037 -2.53603
C: -11.71901 -3.12566 -2.15055
C: 2.81008 -1.52371 0.25100
C: 5.35868 -1.74613 -0.03189
C: 15.45414 4.34254 -1.41982
C: -4.43990 3.77688 1.35791
C: -3.21864 3.28999 0.62440
C: 7.16086 1.42476 -1.12746
C: -0.39407 -1.29268 2.04752
C: 3.98232 -2.37332 -0.28364
C: -7.04867 3.71088 -0.70140
C: -1.81807 -1.84441 2.23196
C: 1.72016 -2.35570 0.95154
C: -2.23104 -1.06392 -2.13989
C: 5.74015 -0.70852 -1.08693
C: 15.57517 4.53152 0.08131
C: 0.28177 -1.82803 0.76556
C: -6.78809 3.78791 0.79887
C: 12.45986 1.60095 1.03711
C: 11.87746 0.34010 0.43099
C: -5.86544 2.22408 2.44320
C: 15.78783 2.33964 -0.43430
C: -10.19094 -2.59346 -0.26811
C: -2.58089 -2.23018 -1.58812
H: -3.21893 3.69263 -0.38954
H: -7.67279 3.41046 1.31609
H: -11.90580 -3.03392 -3.22034
H: -6.98797 2.67401 -1.02954
H: -12.42071 -2.52140 -1.57238
H: -0.43806 -0.20179 2.03823
H: -2.93559 -0.24435 -2.24044
H: 3.87051 -2.52133 -1.36040
H: -8.49261 -0.71213 0.15391
H: 6.11184 -2.53951 -0.05037
H: 2.36761 -0.95867 -0.57154
H: -6.68054 4.82356 1.13206
H: 6.53098 1.66923 -1.98477
H: -10.42374 -0.63698 -2.08996
H: 5.77621 -1.20545 -2.05935
H: -8.03790 4.10833 -0.93502
H: -8.53973 -1.27362 1.84503
H: 5.38106 -1.27031 0.95293
H: 7.38373 -0.21932 0.22707
H: 14.79686 5.16126 0.50271
H: -2.22918 -3.15023 -2.05196
H: 14.41882 4.38364 -1.76072
H: -9.03182 -3.38188 1.34811
H: -7.01231 -4.02147 0.24458
H: 13.54522 1.61582 1.03889
H: 12.51660 -0.07988 -0.34699
H: 1.76913 -3.38979 0.60312
H: -9.66035 -3.60261 -2.15633
H: -10.24419 -1.53618 -3.56742
H: -11.90555 -4.16885 -1.88195
H: -1.22647 -0.92552 -2.52476
H: -2.19407 -1.60808 3.23219
H: -3.16780 2.20315 0.60197
H: -0.34506 -2.59827 0.31119
H: 3.94524 -3.34877 0.20720
H: 11.64796 -0.43035 1.16135
H: 8.17549 1.75295 -1.36007
H: 6.84657 2.00162 -0.25584
H: -7.03735 0.51471 3.09483
H: -8.37360 -4.66416 -0.63910
H: -1.80941 -2.93488 2.13732
H: -6.32652 4.31173 -1.25713
H: -4.90179 1.95639 2.88354
H: 1.95776 -2.38371 2.01797
H: 0.31692 -1.01333 0.03720
H: -6.37548 2.88826 3.15204
H: 4.99913 0.09521 -1.10763
H: -3.17543 -3.40874 0.05410
H: -8.81807 -1.28393 -2.54592
H: 7.87262 -0.56529 -1.45676
H: -5.50171 0.26133 -0.22244
H: 12.09314 1.78527 2.04833
H: 16.05323 5.04023 -1.99772
H: 3.21121 -0.80106 0.96666
H: 0.20665 -1.61052 2.90289
H: -10.46844 -1.55104 -0.07190
H: -7.60857 1.26305 1.62736
H: -2.44300 0.04588 0.39352
H: 16.55254 4.91283 0.38060
H: -10.97587 -3.18455 0.20670
H: -7.49040 -3.26828 -1.27917
H: -2.34048 3.67710 1.13958
H: -4.49822 -2.43216 -0.59867

Cartesian forces (eV/Å) of the 3 atoms listed first:
0.50 -0.54 0.34
-0.19 -0.02 0.18
0.02 0.02 0.02